# 1
8 unconnected molecules or ions with the total composition C48H120N8O16 in a non-equilibrium geometry, computed with ωB97M-V with the def2-TZVPD basis set.

Last column: Mulliken charge in e.
Cartesian coordinates (Å):
O 1.6268 -1.1701 0.1063  -0.113
O -7.0022 3.0582 2.6645  -0.273
O 1.2702 2.0806 6.6668  -0.422
O 1.1872 -5.4890 -2.8364  -0.322
O 4.6395 2.0869 3.4441  0.142
O -4.0963 -5.7331 0.6806  -0.460
O 5.2774 -3.4590 2.2148  -0.428
O -5.2474 0.0541 -1.4351  0.564
O -5.7457 3.0149 -4.8054  -0.116
O 0.3757 3.3975 0.3162  0.414
O 9.2473 -3.0985 -1.6422  -0.244
O 7.9269 1.5870 0.0847  -0.443
O -1.7731 -2.8513 3.5147  -0.274
O -4.9142 5.4255 -0.7470  -0.271
O -1.6500 0.8439 -2.6263  0.252
O 2.2723 2.7171 -2.7444  -0.566
N -6.3002 0.2890 -4.0452  -0.143
N 4.5244 2.3861 -1.3583  0.042
N 2.6004 4.1459 2.3188  -0.072
N -1.5529 -5.2389 -2.0205  0.131
N -6.5203 3.0085 -0.0633  -0.331
N 7.5309 -5.1027 0.8482  -0.265
N -1.3344 -0.9328 -0.6604  1.732
N 0.2810 -0.2144 4.9869  -0.305
C -4.9304 6.8903 -0.9379  -0.898
C -7.5889 1.9235 1.8902  -0.826
C 2.0200 -4.4199 -3.1892  -0.435
C -2.6006 -5.9072 -1.1521  -1.207
C -2.3194 1.6550 -3.5461  -1.320
C 3.7544 1.1821 -1.5853  -0.836
C 2.3065 1.6986 -1.8034  1.114
C 5.9833 2.2249 -1.3919  -0.937
C -1.0214 -0.7790 4.6918  -0.795
C 0.9014 3.0255 -3.2095  -0.538
C -7.1825 1.1865 -4.7642  -0.543
C 0.6627 -2.2338 0.4033  -0.696
C -6.3400 2.0177 -5.7129  -0.910
C -5.9252 -1.0794 -2.0398  -0.783
C -5.5920 3.0669 -1.2045  0.897
C 6.5404 1.3332 -0.1955  -0.026
C 2.1149 4.9121 1.1470  -0.691
C 4.0504 4.2147 2.4277  -0.713
C -0.6924 -2.2927 4.2889  -0.496
C -1.1937 -6.1547 -3.0647  -0.713
C 1.6728 -0.2497 1.2203  -0.541
C -4.5604 -0.3829 -0.2369  -1.100
C -5.4299 4.4982 -1.7797  -0.740
C 8.3469 -4.0885 0.2850  -0.677
C 4.6427 3.4869 3.6932  -0.430
C 0.1277 1.2217 4.7415  -0.589
C 5.3596 -3.7500 0.8216  0.467
C -1.7891 -4.3168 3.5579  -0.578
C 0.6322 4.6827 0.8887  -0.972
C 2.3712 2.8850 7.1055  -0.538
C -3.2704 -4.9482 -0.1747  0.737
C 6.0686 -5.0709 0.5750  -1.379
C -6.7846 1.6903 0.5586  0.309
C 5.1552 1.2854 4.4891  -0.714
C 8.8382 0.7947 -0.6135  -0.627
C 1.2230 2.0915 5.2877  -0.208
C -1.0605 3.2427 0.3004  -0.786
C -7.5060 3.2336 3.9554  -0.807
C -4.7494 3.7461 -5.3828  -0.867
C 8.5700 -4.2633 -1.2289  -0.412
C -4.9412 -4.8920 1.3903  -0.645
C 0.1012 -5.7232 -3.7560  -0.745
C 4.3985 -2.3961 2.6524  0.014
C 9.6122 -3.0993 -3.0500  -0.825
C -1.8070 -0.5153 -3.0947  -0.605
C -1.1561 -1.4042 -2.0842  -0.213
C -0.7909 -1.7525 0.4435  0.009
C -6.9304 -0.4549 -3.0363  -0.838
H -0.0945 -1.3283 -2.3194  -0.046
H -1.5739 -0.7034 5.6283  0.422
H 10.4052 -3.8305 -3.2072  0.326
H -5.8021 -4.4960 0.8517  0.305
H -8.6122 2.1724 1.6089  0.393
H -1.8617 2.6274 -3.7280  0.328
H 0.0955 1.3042 3.6551  0.248
H -5.6045 0.9564 -3.7442  -0.102
H -2.4956 -4.4237 0.3845  -0.270
H 2.6319 2.5295 8.1023  0.312
H 1.4019 -3.5260 -3.2730  0.118
H 4.8209 0.2815 4.2275  0.035
H -7.3532 1.0982 -0.1585  -0.005
H 4.0222 3.6509 4.5741  0.067
H 5.6273 3.9506 3.7548  0.466
H -3.3110 1.8807 -3.1539  0.271
H 2.2001 3.2198 2.2706  -0.053
H 0.2548 -2.5037 3.7923  0.165
H 0.3305 -6.4243 -4.5585  0.435
H -7.7295 0.0816 -2.5247  0.362
H 0.3702 5.5554 0.2905  0.370
H 6.4044 0.2892 -0.4775  0.265
H -1.0786 0.0438 -0.6310  -0.834
H -6.4406 -1.6590 -1.2740  0.394
H -3.4744 -6.2611 -1.6991  0.383
H 4.7185 -1.4532 2.2089  0.023
H -0.8316 1.5764 5.1184  0.496
H -5.2589 -0.7667 0.5067  0.548
H -1.6655 3.9187 -0.3038  0.418
H -4.4699 7.1143 -1.9001  0.312
H 0.9163 3.0659 4.9076  0.436
H 6.3476 1.8699 -2.3560  0.384
H 8.4123 0.5891 -1.5956  0.269
H 7.7307 -5.2580 1.8260  0.288
H -6.1160 3.6328 0.6200  0.384
H 9.8046 1.2941 -0.6834  0.340
H 2.6401 0.2517 1.1866  0.196
H 6.0110 1.5845 0.7236  0.046
H 8.9664 -0.2275 -0.2576  0.192
H 0.9542 3.5867 -4.1425  0.371
H -8.0157 0.7049 -5.2759  0.462
H -7.4580 1.0574 2.5390  0.377
H 7.9706 -3.0943 0.5261  0.305
H 1.6180 -0.8040 2.1573  0.404
H 9.3417 -4.1855 0.7201  0.388
H -6.3666 4.8262 -2.2305  0.513
H -3.7970 3.2310 -5.5079  0.211
H -5.0824 3.9141 -6.4070  0.476
H 4.4291 -2.3692 3.7416  0.289
H 2.0978 1.8082 4.7024  -0.140
H -5.2014 -1.6786 -2.5922  0.268
H -2.1168 -6.7205 -0.6113  0.428
H 5.5864 -5.8877 1.1121  0.505
H 3.4008 -2.6171 2.2729  0.026
H -1.4327 3.3512 1.3191  0.501
H -4.7235 4.4108 -2.6051  0.163
H 4.8136 1.4053 5.5173  0.266
H 6.2393 1.3801 4.4273  0.314
H 9.0742 -5.2241 -1.3327  0.298
H 0.9121 -2.7226 1.3451  0.540
H -3.8502 -4.2481 -0.7763  0.098
H 0.8148 -2.9645 -0.3911  0.116
H -5.9810 2.4823 -2.0382  -0.361
H -4.1125 0.4845 0.2480  0.307
H 1.9825 2.1749 -0.8780  -0.435
H 4.4335 5.2352 2.4328  0.559
H -0.8792 -4.6583 3.0645  0.326
H 4.6149 3.8811 1.5570  0.136
H -0.9285 -7.1579 -2.7313  0.390
H -3.8218 -1.1440 -0.4883  -0.156
H 0.4230 3.5926 -2.4110  0.093
H -1.4682 -2.4472 -2.1378  0.267
H 4.0397 0.7078 -2.5243  0.424
H 6.4082 3.1957 -1.1364  0.405
H -7.6817 1.8329 -4.0423  0.275
H -1.8922 -6.2857 -3.8912  0.394
H -5.6190 1.3747 -6.2177  0.378
H 1.7103 0.7982 -1.9511  -0.067
H 9.9848 -2.1270 -3.3721  0.242
H 0.9569 0.5658 1.3227  -0.222
H -5.8085 1.2629 0.7880  -0.183
H 2.4316 -4.4618 -4.1976  0.411
H -6.9056 2.4392 -6.5439  0.537
H 2.1605 3.9479 7.2236  0.305
H 7.6408 -4.2749 -1.7985  0.296
H 2.2460 5.9595 1.4189  0.496
H -1.4491 -2.6044 0.6142  -0.860
H -5.4132 -5.3972 2.2329  0.277
H -2.5804 -4.6688 2.8961  0.051
H -5.8979 7.3831 -1.0334  0.335
H -2.8444 -0.8496 -3.1037  -0.031
H 5.9012 -5.4186 -0.4444  0.292
H -1.1855 2.1849 0.0693  -0.344
H -8.5892 3.1297 4.0169  0.302
H 8.8021 -3.3334 -3.7407  0.339
H -0.6434 -2.8616 5.2173  0.580
H -4.6442 2.6698 -0.8409  -0.131
H -2.4784 1.2542 -4.5472  0.396
H -7.5797 -1.2215 -3.4593  0.540
H 0.3391 -0.2798 5.9931  0.288
H 3.2870 2.8070 6.5196  0.042
H -1.5039 -0.7171 -4.1221  0.516
H -0.2894 -4.8688 -4.3086  0.341
H -1.5256 -0.2136 3.9081  0.396
H 3.8799 0.4526 -0.7851  0.128
H 2.6022 4.6254 0.2152  0.284
H -0.8266 -4.9666 -1.3737  -0.015
H -4.4038 -3.9908 1.6853  0.192
H 0.5046 2.0488 -3.4867  0.239
H 5.9598 -3.0056 0.2984  -0.024
H -7.0879 2.4709 4.6124  0.298
H 4.1841 2.9786 -2.1021  0.227
H 2.7312 -4.1159 -2.4212  0.110
H -7.2020 4.1908 4.3791  0.247
H -0.8881 -1.1767 1.3640  0.350
H 0.1526 4.7990 1.8606  0.358
H -4.6399 4.7142 -4.8939  0.240
H -4.5609 7.5215 -0.1296  0.283
H -1.8971 -4.7659 4.5452  0.327
H 4.3907 -3.8112 0.3261  0.167

Computed properties:
- Relative energy (zero: lowest compared OMol25 entry of this formula, charge and spin): 521.46 kJ/mol
- Total charge: 0
- Kohn-Sham gap: 8.73 eV

# 2
2 unconnected molecules or ions with the total composition C2H9NOS in a non-equilibrium geometry, computed with ωB97M-V with the def2-TZVPD basis set.

Last column: Mulliken charge in e.
Cartesian coordinates (Å):
S 1.2937 -2.6430 -2.4442  -0.193
O -1.0340 2.7263 1.3112  -0.536
N -1.6855 1.1358 2.8780  -0.482
C -1.8943 2.4564 2.3996  -0.157
C 2.1424 -1.1294 -1.8158  -0.699
H 3.1633 -1.0798 -2.1960  0.257
H 1.6077 -0.3101 -2.2892  0.252
H -2.9059 2.6405 2.0218  0.248
H -1.0157 1.9923 0.6837  0.308
H -1.8856 3.2747 3.1305  0.264
H -0.7286 0.8572 2.8966  0.185
H 2.1596 -1.1226 -0.7355  0.267
H -2.2139 0.7883 3.6550  0.170
H 0.0439 -2.0928 -2.4666  0.115

Computed properties:
- Relative energy (zero: lowest compared OMol25 entry of this formula, charge and spin): 78.52 kJ/mol
- Total charge: 0
- Kohn-Sham gap: 9.71 eV

# 3
4 unconnected molecules or ions with the total composition C26H57Br6F3N4O6P2S2 in a non-equilibrium geometry, computed with ωB97M-V with the def2-TZVPD basis set.

Last column: Mulliken charge in e.
Cartesian coordinates (Å):
Br -1.8412 6.7107 -1.4161  -0.074
Br -0.4435 9.7114 0.2108  -0.133
Br 5.3381 -0.0826 4.4803  -0.131
Br 5.5172 2.4504 1.8050  -0.145
Br 2.9325 -1.8866 -4.7134  -0.129
Br 2.0088 -0.5296 -8.0151  -0.148
S -0.4302 -7.5684 -1.4995  -0.326
S 1.8462 -2.6464 -0.8037  -0.290
P -1.0294 -6.1756 1.5207  0.061
P 0.4627 -5.8874 -1.1738  0.342
F 0.9493 -2.2719 2.9603  -0.244
F 2.6743 -3.0480 2.0593  -0.312
F 2.0780 -1.0670 1.5913  -0.062
O -2.4481 -6.7160 0.8798  -0.369
O 0.0469 -7.4119 1.7494  -0.453
O 0.2948 -5.0130 -2.5427  -0.335
O -1.5083 -2.4508 1.4179  -0.484
O 2.0364 -6.1063 -0.9115  -0.457
O 0.5584 -4.1743 1.0498  -0.354
N -5.2367 -0.0995 2.1294  -0.556
N -2.6680 -2.1889 3.4118  -0.696
N -4.4666 -0.0590 -0.0788  -0.886
N -4.4772 -2.1480 1.0439  -0.399
C 1.5280 1.8475 -2.9297  -1.583
C -1.0699 -1.8030 -0.8873  -1.190
C -0.2980 -4.9439 0.2424  0.755
C 0.5646 2.3047 2.3427  0.916
C -1.9726 -1.4869 2.3496  0.362
C 1.6129 -2.2614 1.8458  -0.020
C 0.7742 -2.8516 0.6755  1.860
C 0.4295 3.1732 -0.3788  1.207
C -2.2923 9.2680 -0.2059  -0.589
C 0.7826 2.0464 3.8446  -0.744
C -0.5020 -1.9736 0.5625  -0.769
C 0.3619 3.8149 -1.7856  -0.617
C -0.8182 -0.4111 -1.5110  0.845
C 0.2309 -0.3416 -2.6432  -1.082
C 1.4332 0.5073 -2.1791  0.088
C 2.1180 1.3022 4.0954  -0.851
C 5.4325 -0.3119 2.5503  -0.001
C 1.4418 -2.3455 -5.8763  -0.526
C -2.5721 7.8061 0.0169  -0.637
C -4.2614 -0.7181 1.2451  0.322
C 0.2557 2.7321 -2.8696  -0.645
C -2.8036 -0.3510 1.7274  -0.443
C 1.8488 -2.3422 -7.3247  -0.670
C -0.4719 3.9324 0.6163  -0.573
C 6.3530 0.6950 1.9165  -0.561
C -0.0671 3.6792 2.0984  -1.457
H -0.0881 1.5394 1.9119  -0.491
H -0.5400 4.4263 -1.8738  -0.345
H 1.4561 3.1741 -0.0246  0.439
H -2.1516 7.4308 0.9451  0.373
H -4.4337 -2.3702 0.0585  0.247
H 7.2827 0.8214 2.4619  0.411
H 2.4940 -5.4278 -1.4436  0.375
H 2.3750 -0.0088 -2.3556  0.455
H 1.3977 0.7336 -1.1162  -0.152
H 1.1371 -3.3436 -5.5660  0.336
H -2.9223 0.3888 2.5169  0.610
H -1.7731 -0.0890 -1.9374  0.306
H 1.2655 4.3934 -1.9719  0.419
H 0.6451 -1.6405 -5.6578  0.372
H -2.1460 -1.9173 -0.7703  0.273
H -3.6436 7.6169 0.0032  0.388
H -0.3705 4.9827 0.3660  0.351
H -3.1787 -2.9720 3.0170  0.365
H 0.0821 2.1434 -0.3852  -1.054
H -3.3687 -1.5516 3.7789  0.383
H 0.6130 4.4729 2.4023  0.409
H 2.8019 -2.8315 -7.4972  0.390
H -0.6313 -5.0756 -2.8212  0.315
H 0.1274 3.1702 -3.8596  0.389
H -2.8990 -7.1374 1.6269  0.345
H 2.0092 0.4865 4.8053  0.364
H 2.9412 -3.3036 -0.3711  0.283
H 4.4147 -0.2482 2.1765  -0.312
H 2.4773 0.9041 3.1481  -0.113
H 2.8792 1.9775 4.4702  0.393
H -0.6620 2.1753 -2.6610  0.302
H -1.1721 -4.4368 -0.1704  -0.282
H -0.1825 0.0763 -3.5579  0.611
H -1.5097 3.6179 0.5120  0.282
H 2.3386 2.4178 -2.4697  0.582
H 1.7829 1.6695 -3.9746  0.431
H -2.4680 9.5812 -1.2299  0.378
H -2.8908 9.8778 0.4677  0.357
H 5.8090 -1.3221 2.4026  0.407
H -0.0501 1.5084 4.2922  0.315
H -0.9788 3.7172 2.6963  0.254
H -0.6175 0.3010 -0.7192  -0.873
H -0.2237 -0.9647 0.8711  0.040
H -5.7559 -0.7734 2.6750  0.284
H 0.8683 3.0146 4.3376  0.510
H 0.9208 -7.1832 1.3912  0.333
H -5.3997 -2.3851 1.3845  0.218
H -5.8477 0.5136 1.6089  0.250
H -1.1193 -1.0055 2.8408  0.100
H -3.7798 -0.4092 -0.7399  0.290
H -0.7777 -2.6184 -1.5461  0.519
H -2.2696 0.1514 0.9222  -0.217
H 0.5644 -1.3419 -2.9102  0.268
H 6.5717 0.4165 0.8876  0.356
H 1.5336 2.2335 1.8546  0.238
H -4.2533 0.9301 0.0403  0.307
H 1.0830 -2.8153 -7.9359  0.399

Computed properties:
- Total charge: 0
- Kohn-Sham gap: 8.22 eV

# 4
A molecular structure, C49H39CsN8O2P2S3Se2 in a non-equilibrium geometry, computed with ωB97M-V with the def2-TZVPD basis set.

Last column: Mulliken charge in e.
Cartesian coordinates (Å):
Cs -1.5085 0.9429 1.1225  1.436
Se 0.9997 -0.9969 2.1412  -0.418
Se 4.3393 -1.3985 -3.0197  -0.389
S -3.1684 -1.5464 -0.0861  0.853
S -6.3747 4.6998 3.4653  -0.155
S -4.7276 2.8742 1.6338  -0.496
P 3.2359 0.3818 -3.2830  1.301
P 2.0163 -0.8064 0.3010  0.638
O -1.9401 -0.9987 -0.6367  -0.370
O -4.3991 -1.0113 -0.6355  -0.733
N -2.6048 4.0886 3.3727  0.292
N 1.1681 2.7003 -1.0816  -1.567
N -3.0312 -1.4964 1.4657  -0.016
N -2.6335 -0.7639 3.9971  -0.152
N 0.0265 3.2787 3.1665  -0.065
N -3.8586 4.5426 3.5842  -0.906
N 1.0745 1.7099 -0.2113  0.615
N 1.8924 2.3399 -2.1176  -0.002
C 5.5763 0.7006 1.4692  -0.487
C 5.4345 3.2281 -5.2572  -0.662
C -4.0407 -5.1583 -1.7400  -0.637
C 1.2246 1.3389 -4.9742  -0.321
C 6.4945 -0.3155 1.2386  -0.615
C 6.0705 -1.5163 0.6911  -0.743
C 4.5113 2.2255 -4.9910  -0.544
C -1.6802 4.9651 3.3559  -0.693
C 6.0506 3.2795 -2.9358  -0.634
C 1.9773 -0.9064 -5.4212  -0.428
C 1.7492 0.6528 -0.6993  -0.886
C -5.9221 -2.4241 4.3762  -0.926
C -1.9750 -5.3822 -0.5261  -0.588
C 1.0620 -1.0045 -6.4593  -0.576
C 2.0623 0.2637 -4.6771  0.064
C 0.2324 0.0661 -6.7585  -0.396
C -3.1131 -3.2766 -0.5816  -0.029
C 4.3574 1.7516 -3.6962  0.430
C -7.5947 3.4705 2.9747  -0.791
C 4.2407 0.5094 1.1567  -0.282
C -6.1383 -2.7683 3.0682  -0.947
C 6.2031 3.7560 -4.2317  -0.457
C 4.7344 -1.7073 0.3678  -0.197
C 3.8128 -0.6968 0.6027  0.358
C -0.2763 4.5775 3.2619  0.911
C 2.3545 3.8344 3.1647  -0.685
C -4.0200 -1.8085 2.3440  0.104
C 1.3031 2.9262 3.1233  -0.066
C 2.0467 5.1845 3.2485  -0.363
C -4.4543 -1.3124 6.0345  -0.647
C -5.2121 -2.4667 2.0615  -0.513
C 0.7179 5.5635 3.3003  -0.715
C 1.6511 -4.6088 -1.1092  -0.937
C 0.5182 -3.1706 -2.6638  -0.980
C 0.8744 -2.0665 -1.9050  -0.501
C -2.0406 -4.0476 -0.1584  -0.523
C -3.2996 -0.6291 6.2931  -0.728
C 5.1314 2.2807 -2.6669  -0.330
C 1.9843 -3.5111 -0.3337  -0.539
C -2.9737 -5.9391 -1.3164  -0.442
C -4.1123 -3.8222 -1.3685  -0.196
C -4.7359 -1.7377 4.7180  1.167
C 2.2803 1.0571 -1.9349  0.509
C 0.3164 1.2359 -6.0155  -0.804
C 0.9226 -4.4383 -2.2796  -0.706
C 1.6318 -2.2301 -0.7510  0.743
C -4.8032 3.9717 2.9048  0.357
C -3.7762 -1.4293 3.7172  0.088
C -2.4155 -0.3776 5.2271  -0.233
H -5.4432 -2.7268 1.0379  0.389
H 6.9177 4.5433 -4.4390  0.352
H -6.6491 -2.6460 5.1493  0.319
H -1.2680 -3.5908 0.4509  0.461
H -1.4965 0.1736 5.4050  0.400
H 1.4964 1.8604 3.0295  0.340
H 0.4336 6.6063 3.3645  0.317
H -2.9188 -6.9831 -1.6021  0.358
H 0.6414 -5.3000 -2.8727  0.391
H 3.9099 1.8160 -5.7930  0.350
H 3.3787 3.4872 3.1181  0.421
H 0.5376 -1.0817 -2.2000  0.854
H 5.5475 3.5991 -6.2685  0.376
H -0.0880 -3.0335 -3.5504  0.523
H 1.2753 2.2353 -4.3684  0.461
H -8.5562 3.9763 2.8829  0.288
H -5.1714 -1.5246 6.8204  0.371
H -7.0544 -3.2790 2.7912  0.348
H 2.8318 5.9313 3.2695  0.396
H 5.9003 1.6439 1.8921  0.429
H -4.9327 -3.1880 -1.6801  0.492
H 2.4984 -3.6462 0.6105  0.643
H -4.8201 -5.5898 -2.3567  0.358
H -1.1372 -5.9868 -0.2014  0.425
H 4.4219 -2.6309 -0.0977  0.533
H -7.2905 3.0544 2.0137  0.261
H 5.0057 1.9086 -1.6565  0.315
H 7.5404 -0.1662 1.4783  0.364
H -0.3412 2.0677 -6.2342  0.393
H 0.9911 -1.9242 -7.0270  0.380
H 6.6451 3.6930 -2.1307  0.404
H 3.5178 1.2993 1.3335  0.093
H -3.0599 -0.2722 7.2866  0.360
H -7.6666 2.6722 3.7118  0.240
H 2.6229 -1.7384 -5.1662  0.299
H 1.9395 -5.6025 -0.7873  0.411
H -1.9035 6.0335 3.4304  0.272
H -0.4901 -0.0142 -7.5614  0.378
H 6.7855 -2.3048 0.4907  0.388

Computed properties:
- Relative energy (zero: lowest compared OMol25 entry of this formula, charge and spin): 61.01 kJ/mol
- Total charge: -2
- Kohn-Sham gap: 5.78 eV